This record from the OMol25 dataset describes one molecule with the formula C21H32N2O3S. The level of theory is ωB97M-V/def2-TZVPD.

```
59
Properties=species:S:1:pos:R:3:forces:R:3:mulliken_charge:R:1
C -3.40614 -1.89856 2.49961 -0.13 0.16 0.29 -0.95
O -2.72418 -2.38128 1.36721 0.18 -0.13 -0.42 -0.41
C -2.95428 -1.79255 0.16240 -0.03 0.06 -0.31 0.85
C -3.93062 -0.83442 -0.07972 0.01 -0.08 0.38 -0.64
C -4.09259 -0.31472 -1.35462 0.04 -0.01 -0.17 -0.73
C -3.28619 -0.73685 -2.39415 -0.11 0.13 -0.08 -0.78
C -2.30058 -1.68194 -2.15230 -0.05 -0.03 0.13 -0.50
C -2.12665 -2.21828 -0.89052 0.06 -0.10 0.18 0.98
C -1.01503 -3.18921 -0.58518 -0.03 -0.04 -0.07 -1.38
N -0.04428 -2.55182 0.28589 -0.37 -0.33 0.25 -0.05
C 1.10302 -2.03552 -0.18180 0.19 0.12 0.66 0.48
O 1.54123 -2.24031 -1.29657 0.15 -0.05 -0.44 -0.72
C 1.77757 -1.10155 0.84573 0.07 -0.16 0.06 -0.27
C 3.29745 -0.99148 0.70294 -0.34 -0.06 -0.14 -0.89
C 3.76470 -0.39556 -0.61840 0.59 -0.14 0.01 -0.56
S 5.57385 -0.48770 -0.80717 -0.10 0.22 0.03 -0.06
C 6.08955 0.80548 0.36213 -0.27 -0.45 -0.26 -0.84
N 1.12980 0.19385 0.71602 0.40 -0.06 -0.16 0.26
C -0.04636 0.46931 1.31872 -0.19 0.59 -0.05 -0.04
O -0.56183 -0.29198 2.11913 -0.23 -0.29 0.34 -0.75
C -0.67182 1.80044 0.94138 0.17 -0.09 -0.11 0.43
C -1.09183 1.80506 -0.53225 -0.33 0.03 0.14 0.63
C -1.79932 3.11415 -0.86909 0.43 -0.07 -0.16 -1.15
C -0.89872 4.31705 -0.58239 -0.40 0.18 0.17 0.82
C -1.61439 5.62319 -0.91407 0.24 -0.22 -0.03 -1.74
C -0.46086 4.29459 0.88333 0.32 -0.13 -0.28 -1.07
C 0.25003 2.98834 1.22815 -0.27 0.09 0.20 -0.65
H -4.48921 -2.02790 2.40664 0.06 -0.01 -0.02 0.37
H -3.16624 -0.84740 2.67993 0.00 -0.03 -0.02 0.34
H -3.04244 -2.49473 3.33462 -0.06 0.06 -0.01 0.27
H -4.56727 -0.48410 0.71705 -0.05 0.01 0.10 0.40
H -4.85512 0.43037 -1.52747 -0.07 0.06 -0.01 0.41
H -3.41383 -0.32783 -3.38450 -0.02 0.04 -0.10 0.40
H -1.65153 -2.00493 -2.95249 0.10 -0.05 -0.08 0.39
H -1.41050 -4.07259 -0.07629 0.08 0.03 -0.13 0.25
H -0.49401 -3.48410 -1.49744 -0.12 -0.03 0.11 0.56
H -0.41425 -2.21886 1.16907 0.21 0.10 -0.03 0.25
H 1.54290 -1.46552 1.85264 0.03 0.06 -0.19 0.39
H 3.71361 -1.99679 0.79175 0.03 0.04 0.04 0.39
H 3.67360 -0.39084 1.53539 -0.02 -0.08 0.02 0.43
H 3.49036 0.65547 -0.72215 -0.11 0.04 -0.06 0.15
H 3.35936 -0.96829 -1.45085 -0.02 0.13 0.03 0.33
H 5.86905 0.50242 1.38136 0.05 0.10 0.11 0.27
H 7.16076 0.92208 0.23896 0.10 0.07 0.04 0.36
H 5.58600 1.73708 0.11878 0.02 0.13 0.04 0.25
H 1.42845 0.76480 -0.05782 -0.09 0.08 0.05 0.24
H -1.57164 1.90078 1.55768 0.08 -0.10 -0.01 0.54
H -0.21427 1.69767 -1.17531 0.06 -0.04 -0.06 0.47
H -1.75395 0.96047 -0.73178 0.07 -0.06 -0.04 -1.22
H -2.08856 3.11038 -1.92178 -0.09 0.03 -0.03 0.43
H -2.71117 3.19640 -0.27355 -0.12 0.03 0.03 0.33
H -0.00549 4.23987 -1.21351 0.03 -0.04 0.01 0.24
H -0.96512 6.47496 -0.72465 0.03 0.14 0.01 0.42
H -1.90971 5.64227 -1.96054 -0.07 0.06 -0.12 0.42
H -2.50849 5.73177 -0.30381 -0.13 0.03 0.08 0.35
H 0.20510 5.13710 1.08185 -0.04 0.06 0.05 0.45
H -1.34000 4.40768 1.52160 -0.08 0.06 0.06 0.34
H 1.16305 2.90895 0.63320 0.08 -0.01 0.00 0.15
H 0.53667 2.98670 2.28193 0.10 -0.03 0.00 0.36
```
Positions in Å, forces in eV/Å.

Properties
- Energy above the lowest of the compared OMol25 structures with the same formula, charge and spin: 0.0 kJ/mol
- Electronic energy: -1552.88623 Ha
- HOMO level: -8.456 eV

This record from the OMol25 dataset describes C21H33AsCl4O3RuS4Si3 as an isolated structure. The level of theory is ωB97M-V/def2-TZVPD.

```
70
Properties=species:S:1:pos:R:3:forces:R:3:mulliken_spin:R:1
Ru 1.22912 0.45784 -0.71088 -1.27 1.10 -0.84 2.51
Cl 4.28349 2.39560 -1.03667 -0.42 0.90 -0.08 0.00
C 5.02410 0.90250 -0.77089 -0.06 -0.28 0.31 0.00
C 6.21275 0.87245 -0.07544 0.63 -0.37 0.19 -0.01
C 6.92408 -0.32195 0.02058 0.33 -0.07 -0.34 0.02
C 6.42206 -1.46404 -0.56488 -0.53 0.61 0.14 -0.01
C 5.16530 -1.42323 -1.15417 1.31 -0.93 0.21 0.03
Cl 4.76060 -2.98037 -1.81896 -0.88 0.19 -0.23 0.00
C 4.42872 -0.26082 -1.25047 -0.76 -0.87 -0.66 0.01
S 2.83416 -0.43218 -2.03903 1.02 0.44 0.06 0.38
H 6.58971 1.78470 0.36488 0.05 0.03 -0.13 0.00
H 7.92952 -0.39009 0.42001 -0.18 0.35 0.33 0.00
H 6.93285 -2.40509 -0.58481 0.39 -0.14 0.16 0.00
Cl 2.23868 5.11432 -1.27406 0.44 0.37 0.69 0.00
C 0.54406 4.91164 -1.28001 -2.04 -0.30 -0.17 0.02
C -0.38382 5.89908 -0.85777 0.73 -0.23 -0.37 -0.01
C -1.76862 5.76387 -1.12537 1.34 -0.26 0.61 0.02
C -2.14518 4.67283 -1.88378 -0.97 0.99 -0.54 -0.01
C -1.20855 3.81436 -2.46117 -0.46 0.47 2.02 0.01
Cl -1.85476 2.86115 -3.69219 0.05 -1.31 -0.84 0.00
C 0.07484 3.72873 -1.91984 0.07 -0.25 -0.59 0.01
S 1.07967 2.25996 -2.21563 -0.45 0.75 -0.59 0.30
H 0.00953 6.78274 -0.34867 -0.14 -0.29 -0.20 0.00
H -2.48230 6.51124 -0.74477 0.40 -0.59 -0.23 0.00
H -3.20943 4.52220 -2.12724 0.67 0.15 -0.06 0.00
O 1.01352 2.71105 3.03183 0.05 -0.65 -0.95 0.03
S 0.49048 1.78534 2.05873 -2.58 -0.87 0.15 0.02
O -0.43494 0.72611 2.64723 2.16 2.11 -1.06 0.04
O -0.04656 2.31886 0.77235 0.72 -0.44 1.77 0.03
S 2.10379 0.56054 1.20672 0.84 0.27 1.77 0.38
C -1.74454 -0.96562 -2.89683 0.78 0.88 0.29 0.01
Si -0.99026 -2.29396 -1.78559 -1.35 -0.06 0.68 0.01
C 0.62896 -3.07701 -2.36705 0.94 0.69 -0.68 0.00
C -2.42868 -3.61676 -1.56282 0.93 0.18 -0.63 0.00
As -0.68417 -0.91125 0.29771 -0.77 0.01 -0.11 0.10
Si -2.71484 0.40724 1.04244 -0.99 -0.40 -1.64 0.03
C -3.98865 -1.06645 0.83111 -0.14 0.18 1.72 0.02
C -3.25838 1.19455 2.68233 -0.17 0.27 0.87 0.00
C -2.87352 1.74275 -0.37743 -0.88 -1.84 -0.68 0.01
Si -0.33786 -2.27758 2.24000 0.39 -0.51 0.48 0.00
C -1.13791 -1.91287 3.92840 -0.48 0.15 0.64 0.00
C -0.89639 -3.99640 1.62711 -0.22 0.43 -1.04 0.01
C 1.52108 -2.24546 2.54213 0.69 -0.41 0.08 0.02
H -1.41683 -1.09813 -3.92175 -0.24 -0.24 -0.40 0.00
H -1.41333 0.08424 -2.66978 -0.28 -0.96 0.03 0.00
H -2.83768 -1.01630 -2.81183 0.27 0.04 -0.14 0.00
H 0.53453 -3.19809 -3.47388 0.00 0.08 0.64 0.00
H 0.85419 -4.06168 -1.97667 -0.38 -0.33 0.28 0.00
H 1.60023 -2.51414 -2.20534 -1.44 -0.39 -0.13 0.00
H -2.23710 -4.18119 -0.64419 -0.31 -0.03 -0.33 0.00
H -2.43680 -4.32500 -2.44021 0.11 0.65 0.83 0.00
H -3.41801 -3.12976 -1.52115 0.50 -0.11 0.11 0.00
H -3.64131 -2.08469 1.18744 -0.18 1.14 -0.53 0.00
H -4.39461 -1.13736 -0.16944 0.05 -0.13 -0.32 0.00
H -4.84801 -0.79648 1.52343 0.81 -0.33 -0.83 0.00
H -2.82449 0.72563 3.59779 -0.29 0.27 -0.78 0.00
H -4.37991 1.18818 2.80253 0.98 -0.38 -0.45 0.00
H -3.01263 2.26895 2.73296 0.30 -0.41 -0.13 0.00
H -2.45663 1.42493 -1.39463 -0.17 0.46 1.67 0.00
H -2.43804 2.64853 -0.00254 0.32 0.48 -0.12 0.00
H -3.95966 1.90555 -0.60476 0.67 -0.01 0.47 0.00
H -2.24647 -1.75846 3.97154 0.83 -0.24 -0.27 0.00
H -0.69108 -0.99567 4.38474 -0.21 -0.77 -0.45 0.00
H -0.91262 -2.79200 4.61159 -0.15 0.88 -0.84 0.00
H -2.01144 -4.06489 1.60538 0.78 0.05 -0.06 0.00
H -0.53602 -4.74867 2.32191 0.11 -0.23 0.03 0.00
H -0.50307 -4.21024 0.57643 -0.42 0.16 1.47 0.00
H 2.00423 -1.97736 1.58009 -0.05 0.01 0.75 -0.01
H 1.93301 -3.25219 2.77071 -0.45 0.39 0.08 0.00
H 1.83780 -1.56425 3.38248 -0.33 -0.51 -1.08 0.00
```
Positions in Å, forces in eV/Å.

Properties
- Energy above the lowest of the compared OMol25 structures with the same formula, charge and spin: 276.5 kJ/mol
- Electronic energy: -7678.36431 Ha
- HOMO level (spin up / spin down): -7.787 / -8.384 eV
- Spin multiplicity: 5

This record from the OMol25 dataset describes C21H33BaBr2NO5PS3 as an isolated structure. The level of theory is ωB97M-V/def2-TZVPD.

```
67
Properties=species:S:1:pos:R:3:forces:R:3:mulliken_spin:R:1
Ba 1.06982 0.44874 -0.75576 0.02 1.86 1.55 0.00
C -0.71852 -0.86072 3.53351 0.05 0.00 -0.03 0.25
C -1.87261 -1.10731 2.76525 -0.05 -0.04 -0.01 0.04
C -1.58323 -2.16832 1.92465 -0.01 0.04 -0.01 0.25
C -0.19651 -2.60312 2.16556 0.05 -0.01 0.01 0.23
C 0.32889 -1.79122 3.12092 -0.05 -0.02 0.01 0.13
C 1.71714 -1.75348 3.67079 0.02 -0.02 0.02 0.01
C 0.43440 -3.75685 1.45828 0.00 0.00 -0.03 -0.01
C -2.49261 -2.79256 0.92345 0.00 0.02 -0.03 -0.02
C -3.15850 -0.34262 2.81652 -0.02 0.02 0.01 0.02
C -0.54520 0.12575 4.62840 -0.02 0.01 0.02 -0.02
H 1.71950 -1.77149 4.76481 0.00 -0.01 0.00 0.00
H 2.22967 -0.83518 3.36847 -0.01 0.01 0.01 0.00
H 2.31136 -2.59843 3.32187 0.00 0.01 -0.01 0.00
H 1.45432 -3.92822 1.80261 0.00 0.00 0.00 0.00
H 0.48360 -3.59395 0.37908 0.00 0.00 0.01 0.01
H -0.13553 -4.67752 1.62361 0.00 0.00 0.01 0.01
H -3.08188 -3.60321 1.36868 0.01 -0.01 0.00 0.03
H -1.93425 -3.21450 0.08659 0.00 0.02 -0.01 0.00
H -3.19782 -2.06421 0.51944 0.00 0.00 0.01 0.01
H -3.92861 -0.84617 3.41053 0.01 0.00 0.01 0.00
H -3.56999 -0.20093 1.81427 0.00 -0.02 0.00 0.00
H -3.00860 0.65122 3.23840 0.02 0.01 -0.01 0.00
H -0.49622 -0.38545 5.59874 0.00 0.00 -0.01 0.03
H -1.35887 0.84777 4.66048 -0.01 -0.01 0.00 0.00
H 0.38089 0.68541 4.49358 0.02 0.00 0.00 0.01
C 0.74506 -3.33143 -6.38465 0.01 -0.02 -0.02 0.00
C 0.05774 -2.60748 -5.25138 -0.03 -0.01 0.07 0.00
O 0.83071 -2.81252 -4.04824 0.10 0.03 -0.14 0.00
P 0.97205 -1.57323 -3.03731 -0.18 -0.63 -0.21 0.00
S 2.12856 -2.22805 -1.51333 -0.29 -0.39 -0.78 0.00
S -0.78640 -0.72195 -2.67588 0.10 -0.72 -0.59 0.00
O 1.80023 -0.45227 -3.85997 0.06 -0.32 0.14 0.00
C 3.13820 -0.78534 -4.31546 -0.12 0.14 -0.13 0.00
C 4.13434 0.15148 -3.68451 0.01 0.00 0.01 0.00
H 0.17314 -3.20532 -7.30562 0.00 0.00 0.01 0.00
H 0.83055 -4.39721 -6.16890 0.00 0.00 0.01 0.00
H 1.74671 -2.93103 -6.54419 0.00 0.01 0.00 0.00
H -0.94388 -2.99845 -5.06852 0.00 0.00 -0.01 0.00
H -0.04010 -1.54101 -5.45994 0.03 0.00 -0.01 0.00
H 3.11317 -0.67020 -5.40131 0.00 0.00 0.00 0.00
H 3.35751 -1.82839 -4.08220 0.01 0.00 0.03 0.00
H 3.85998 1.19164 -3.85317 -0.01 -0.01 0.00 0.00
H 5.12774 -0.01729 -4.10709 0.00 0.00 0.00 0.00
H 4.19303 -0.00652 -2.60824 0.00 0.01 0.00 0.00
Br 4.51844 2.91890 -1.37961 -0.21 -0.02 0.13 0.00
C 2.53676 2.80949 -0.79047 0.36 0.18 -0.34 0.00
Br 0.27096 1.97621 1.80515 -0.07 0.08 0.42 0.01
H 2.11031 3.59563 -1.42912 0.04 0.01 0.01 0.00
H 2.60513 3.25993 0.20314 0.04 -0.05 0.02 0.00
N -2.17593 1.64113 -0.49280 0.19 -0.20 -0.32 0.00
C -2.28761 2.25455 -1.74659 -0.12 0.02 -0.05 0.00
C -3.27251 1.82319 -2.64199 0.03 0.02 0.06 0.00
C -3.37408 2.37876 -3.90230 -0.02 0.00 -0.04 0.00
C -2.49787 3.37754 -4.31275 -0.01 -0.04 0.03 0.00
C -1.51192 3.79500 -3.43611 0.04 0.04 0.03 0.00
C -1.40042 3.24376 -2.16059 0.01 -0.02 -0.02 0.00
S -2.69575 4.09621 -5.94406 0.00 0.01 -0.04 0.00
O -2.46717 2.98975 -6.86814 -0.01 0.02 0.02 0.00
O -1.69311 5.15186 -6.01344 -0.01 -0.01 0.00 0.00
O -4.07426 4.57958 -5.95443 0.01 0.00 0.00 0.00
H -2.99170 1.11712 -0.22485 0.04 0.03 0.17 0.00
H -1.73565 2.15240 0.26069 -0.02 0.02 0.03 0.00
H -3.95974 1.03965 -2.33542 0.01 0.00 0.00 0.00
H -4.14597 2.04501 -4.58494 0.01 0.01 -0.01 0.00
H -0.82943 4.57099 -3.75817 -0.01 0.00 -0.01 0.00
H -0.62536 3.59003 -1.48299 0.00 0.00 0.02 0.00
```
Positions in Å, forces in eV/Å.

Properties
- Energy above the lowest of the compared OMol25 structures with the same formula, charge and spin: 187.8 kJ/mol
- Electronic energy: -7960.64162 Ha
- HOMO level (spin up / spin down): -2.527 / -2.526 eV
- Spin multiplicity: 2
- Net charge: -2